Record 1
C17H21N3O2 in the gas phase. Source: the OMol25 dataset; level of theory: ωB97M-V/def2-TZVPD.

Values from the calculation:
* HOMO-LUMO gap: 0.3480 hartree
* LUMO energy: 0.51 eV
* structure (SMILES): CCC(CC)C(=O)c1c[nH]c(C(=O)NCc2cccnc2)c1
* calculated total energy: -975.18296 hartree
* energy relative to the best compared isomer or geometry (same formula, charge and spin): 17.8 kcal per mole
* HOMO level: -9.0 eV

Structure (ORCA input):
```
! RIJCOSX wB97M-V def2-TZVPD def2/J DEFGRID3
* xyz 0 1
C 3.40012 -2.03712 -3.09123
C 2.04482 -1.50267 -3.53565
C 0.90240 -1.86018 -2.57240
C 0.57096 -3.35940 -2.59861
C -0.50467 -3.72838 -1.58351
C -0.33994 -1.09730 -3.01218
O -0.72584 -1.13880 -4.16289
C -1.06182 -0.31835 -2.00316
C -2.18718 0.44537 -2.29451
N -2.61557 1.01985 -1.16684
C -1.81025 0.65869 -0.12109
C -2.13298 1.19296 1.20690
O -3.07169 1.95829 1.36734
N -1.34517 0.76320 2.22040
C -1.50113 1.24799 3.57594
C -0.42386 2.23783 3.93040
C -0.36003 3.47067 3.28813
C 0.65886 4.34777 3.61558
C 1.58083 3.95512 4.57585
N 1.53113 2.78715 5.19114
C 0.55608 1.95419 4.87428
C -0.83057 -0.17460 -0.61473
H 4.17683 -1.68427 -3.76553
H 3.63802 -1.69195 -2.08680
H 3.41922 -3.12361 -3.09626
H 2.10215 -0.41302 -3.60716
H 1.79786 -1.88322 -4.52760
H 1.18964 -1.57177 -1.55940
H 0.23018 -3.61893 -3.60269
H 1.47401 -3.93319 -2.38542
H -0.69883 -4.79819 -1.61283
H -1.43419 -3.20563 -1.79793
H -0.18935 -3.46703 -0.57504
H -2.66546 0.58359 -3.24351
H -3.40776 1.63330 -1.04084
H -0.54048 0.19510 2.01449
H -1.48557 0.40102 4.26818
H -2.48209 1.73145 3.61308
H -1.10440 3.72945 2.54866
H 0.73574 5.31335 3.14036
H 2.39682 4.60242 4.86874
H 0.55671 1.01128 5.40778
H -0.04355 -0.63244 -0.04946
*
```

Atom charges from the natural (NBO) analysis, given in e for atoms 1 to 8: -0.60, -0.38, -0.33, -0.39, -0.61, 0.68, -0.59, -0.28

---

Record 2
A molecular structure, C38H41BClN8O3PSr. Source: the OMol25 dataset; level of theory: ωB97M-V/def2-TZVPD.

Values from the calculation:
* HOMO-LUMO gap (alpha / beta): 0.2902 / 0.1601 hartree
* LUMO energy (alpha / beta): -2.77 / -6.31 eV
* calculated total energy: -2993.54515 hartree
* energy relative to the best compared isomer or geometry (same formula, charge and spin): 0.0 kcal per mole
* HOMO level (alpha / beta): -10.7 / -10.7 eV

Structure (ORCA input):
```
! RIJCOSX wB97M-V def2-TZVPD def2/J DEFGRID3
* xyz 1 2
Sr -0.10014 0.29922 -0.09788
C 1.35516 -0.14389 3.46118
C 0.55139 1.09556 3.24061
C -0.19025 1.85456 4.15181
C -0.75360 2.85284 3.38642
N -0.36026 2.69946 2.11075
N 0.44284 1.60909 2.01795
B -0.80589 3.55729 0.87347
N -2.13165 2.95161 0.31530
C -3.29466 3.53937 -0.00528
C -4.17734 2.56618 -0.42990
C -3.45564 1.37681 -0.34178
C -3.89767 -0.01451 -0.66186
N -2.22694 1.60691 0.11128
N 0.29168 3.57202 -0.24316
C 0.98996 4.65810 -0.62475
C 1.73940 4.33625 -1.73386
C 1.43191 2.99587 -1.98692
C 1.95030 2.10919 -3.06977
N 0.56054 2.54263 -1.09204
N -0.96384 4.98571 1.36750
C -0.15907 5.63431 2.24595
C -0.40784 6.97869 2.14356
C -1.39374 7.08026 1.13992
C -2.04395 8.30820 0.59691
N -1.70658 5.88514 0.67386
H 1.71686 -0.20070 4.48683
H 2.22501 -0.15558 2.80215
H 0.76443 -1.04344 3.26628
H -0.28986 1.70935 5.21304
H -1.40262 3.66765 3.66037
H -3.39144 4.60622 0.08935
H -5.19408 2.70341 -0.75249
H -4.98401 -0.06507 -0.71725
H -3.56547 -0.69614 0.12499
H -3.49078 -0.36095 -1.61365
H 0.88548 5.59065 -0.09625
H 2.39656 4.98043 -2.29071
H 2.14218 2.68164 -3.97665
H 1.23763 1.32147 -3.31705
H 2.89189 1.63212 -2.78646
H 0.54288 5.09904 2.86303
H 0.04607 7.77105 2.71261
H -1.93716 9.14272 1.28764
H -3.10552 8.13466 0.42753
H -1.59577 8.59917 -0.35383
C 4.12923 -0.86030 -0.82815
P 2.43716 -1.31624 -1.36786
C 2.57004 -1.44942 -3.17786
C 3.77474 -1.35163 -3.86783
C 3.79962 -1.43653 -5.25256
C 2.62344 -1.62923 -5.96127
C 1.41774 -1.72789 -5.28196
C 1.38839 -1.62891 -3.89969
C 2.40046 -3.06664 -0.81564
C 2.49687 -3.30105 0.55757
C 2.58965 -4.59218 1.05088
C 2.53394 -5.67442 0.18060
C 2.39313 -5.45072 -1.18017
C 2.34083 -4.15510 -1.67763
H 4.38376 0.13223 -1.20204
H 4.88463 -1.57833 -1.14525
H 4.13741 -0.80894 0.26054
H 4.70590 -1.20362 -3.33717
H 4.74301 -1.35174 -5.77535
H 2.64645 -1.69474 -7.04081
H 0.49440 -1.86891 -5.82867
H 0.44025 -1.68199 -3.37758
H 2.52381 -2.46771 1.25276
H 2.72234 -4.75222 2.11401
H 2.61516 -6.68404 0.56058
H 2.35271 -6.28842 -1.86424
H 2.27133 -3.99636 -2.74663
C -3.89678 -3.48175 0.82670
C -2.83306 -3.79179 1.83475
C -3.08631 -3.61207 3.16802
C -2.17471 -4.00752 4.15674
Cl -2.54251 -3.72650 5.78768
C -0.97609 -4.66634 3.82041
C -0.68932 -4.86108 2.50775
C -1.55685 -4.36812 1.49069
O -1.07564 -4.55227 0.29647
C -1.40779 -3.72068 -0.82411
C -1.01562 -2.26682 -0.50021
O -0.89234 -1.50594 -1.47824
O -0.86031 -1.96885 0.70611
H -4.82852 -3.25619 1.34119
H -4.07307 -4.33799 0.17370
H -3.64833 -2.62076 0.20794
H -4.02378 -3.17740 3.48870
H -0.31175 -4.98998 4.60872
H 0.22099 -5.33296 2.16144
H -2.46299 -3.78752 -1.06670
H -0.81801 -4.13697 -1.63506
*
```

Atom charges from the Mulliken analysis, given in e for atoms 1 to 8: 2.08, -1.10, 0.68, -1.61, -0.22, 1.76, -1.29, -0.46

---

Record 3
C6H11NO2 in the gas phase in a non-equilibrium geometry. Source: the OMol25 dataset; level of theory: ωB97M-V/def2-TZVPD.

Values from the calculation:
* HOMO-LUMO gap (alpha / beta): 0.3382 / 0.3383 hartree
* LUMO energy (alpha / beta): 0.65 / 0.65 eV
* structure (SMILES): C=C(C)O[C@@H](C)/C=[NH+]/[O-]
* calculated total energy: -440.29010 hartree
* energy relative to the best compared isomer or geometry (same formula, charge and spin): 123.7 kcal per mole
* HOMO level (alpha / beta): -8.6 / -8.6 eV

Structure (ORCA input):
```
! RIJCOSX wB97M-V def2-TZVPD def2/J DEFGRID3
* xyz 0 1
C 0.34392 -1.75243 1.79962
C 0.14977 -0.49982 1.28157
C 0.68525 0.64354 2.10954
O -0.56436 -0.29686 0.14021
C -0.04748 -0.42154 -1.13848
C -1.37300 -0.77956 -1.95952
C 0.55539 0.88315 -1.51861
N 0.08418 1.94909 -0.84271
O 0.55819 3.10631 -0.87715
H 0.15054 -2.69375 1.38742
H 0.87338 -1.79531 2.72238
H 0.77553 1.58324 1.58532
H 1.62793 0.20507 2.47336
H 0.10654 0.80359 3.00941
H 0.69339 -1.19269 -1.24378
H -2.33085 -0.22899 -1.51365
H -1.52849 -1.87895 -1.85848
H -1.27795 -0.59598 -3.05912
H 1.48371 1.15346 -2.04823
H -0.96560 1.80842 -0.44911
*
```

Atom charges from the natural (NBO) analysis, given in e for atoms 1 to 8: -0.47, 0.34, -0.69, -0.55, 0.06, -0.62, -0.09, -0.02

---

Record 4
C14H16F3NO2 in the gas phase. Source: the OMol25 dataset; level of theory: ωB97M-V/def2-TZVPD.

Values from the calculation:
* HOMO-LUMO gap: 0.3702 hartree
* LUMO energy: 0.52 eV
* structure (SMILES): C[C@H](NC(=O)c1cccc(C(F)(F)F)c1)[C@@H]1CCCO1
* calculated total energy: -1047.95800 hartree
* energy relative to the best compared isomer or geometry (same formula, charge and spin): 3.9 kcal per mole
* HOMO level: -9.6 eV

Structure (ORCA input):
```
! RIJCOSX wB97M-V def2-TZVPD def2/J DEFGRID3
* xyz 0 1
C 2.47533 1.25574 1.20217
C 1.83117 0.87713 -0.12936
N 0.39150 0.78303 -0.01044
C -0.45248 1.70723 -0.52163
O -0.08765 2.69253 -1.12732
C -1.90351 1.41912 -0.27384
C -2.76063 2.48866 -0.03491
C -4.10984 2.27401 0.18093
C -4.62483 0.98950 0.14050
C -3.77292 -0.07590 -0.11967
C -4.32640 -1.46928 -0.21955
F -5.41201 -1.65754 0.54458
F -3.43460 -2.40564 0.14979
F -4.69286 -1.78128 -1.47748
C -2.41622 0.12942 -0.32748
C 2.38617 -0.43835 -0.72172
C 2.06812 -1.69833 0.10312
C 3.34878 -2.51975 -0.03495
C 4.39973 -1.41553 -0.10894
O 3.79957 -0.36482 -0.84213
H 2.11853 2.23438 1.51258
H 2.23624 0.53776 1.98404
H 3.55291 1.30065 1.07584
H 2.02811 1.67751 -0.84989
H 0.02607 0.04290 0.56726
H -2.34777 3.48588 -0.02509
H -4.76672 3.10752 0.37489
H -5.67627 0.81005 0.30406
H -1.77854 -0.71262 -0.55335
H 1.97567 -0.54113 -1.73742
H 1.19230 -2.22225 -0.27380
H 1.90512 -1.44380 1.15072
H 3.51333 -3.19956 0.79756
H 3.33701 -3.08798 -0.96517
H 5.30984 -1.71004 -0.63411
H 4.66777 -1.06922 0.90025
*
```

Atom charges from the natural (NBO) analysis, given in e for atoms 1 to 8: -0.62, -0.07, -0.61, 0.66, -0.61, -0.13, -0.15, -0.21

---

Record 5
CH2IN in the gas phase in a non-equilibrium geometry. Source: the OMol25 dataset; level of theory: ωB97M-V/def2-TZVPD.

Values from the calculation:
* HOMO-LUMO gap (alpha / beta): 0.2970 / 0.2801 hartree
* LUMO energy (alpha / beta): -0.66 / -0.24 eV
* calculated total energy: -391.46138 hartree
* energy relative to the best compared isomer or geometry (same formula, charge and spin): 160.5 kcal per mole
* HOMO level (alpha / beta): -8.7 / -7.9 eV

Structure (ORCA input):
```
! RIJCOSX wB97M-V def2-TZVPD def2/J DEFGRID3
* xyz 0 1
C -0.14885 0.49498 1.36218
N -2.51979 0.09347 2.09276
I -1.01664 0.94216 3.18725
H 0.96406 0.42103 1.32552
H -1.03718 0.12663 0.77455
*
```

For each atom in turn, the natural (NBO) charge in e is: -0.54, -0.70, 0.78, 0.19, 0.27